[1]
Molecular formula: C4H2BrO2
Method: DFT, ωB97M-V with the def2-TZVPD basis set

```
! wB97M-V def2-TZVPD RIJCOSX def2/J DEFGRID3
* xyz -1 1
C -2.00 0.85 -0.83
C -1.15 0.56 -0.06
C 1.01 -1.25 0.01
C 0.68 0.17 0.64
O 1.84 -1.40 -0.86
O 0.14 -1.96 0.55
Br 1.65 1.73 0.19
H -2.85 0.97 -1.35
H 0.68 0.32 1.72
*
```

energy relative to the best compared isomer or geometry (same formula, charge and spin)	210.03	kJ/mol
LUMO level	3.38	eV
HOMO energy	-4.79	eV
gap between HOMO and LUMO	8.162	eV
E_tot	-2878.0376	a.u.



[2]
Molecular formula: C4H2CaLiO2
Method: DFT, ωB97M-V with the def2-TZVPD basis set

```
! wB97M-V def2-TZVPD RIJCOSX def2/J DEFGRID3
* xyz 1 1
H 3.26 2.25 4.38
C 0.67 2.53 0.94
C -0.47 2.03 0.50
C -0.55 0.71 -0.05
C -0.61 -0.40 -0.54
O -0.69 -1.54 -1.06
O 1.69 2.99 1.30
Li 2.92 2.99 2.86
Ca -0.37 -3.57 -1.15
H -1.32 2.71 0.54
*
```

energy relative to the best compared isomer or geometry (same formula, charge and spin)	32.12	kJ/mol
LUMO level	-6.59	eV
HOMO energy	-8.55	eV
gap between HOMO and LUMO	1.966	eV
E_tot	-988.8494	a.u.